i | Here is the ion C5H13N2 with charge +1 from OMol25. Energies are from ωB97M-V/def2-TZVPD.

Positions of all 20 atoms, in Å:
H: -1.61397 0.19699 1.74113
H: 3.71651 0.25148 -1.83340
C: -1.25467 -0.48958 -0.61144
H: -1.96695 -0.08994 -1.34824
H: -0.76977 -1.32030 -1.13300
C: -2.07491 -1.27557 0.44548
N: 1.96417 1.04016 -0.86206
H: -0.46785 1.28502 0.56360
H: 3.74567 0.31078 -0.03019
C: 3.41507 0.79644 -0.94196
H: -2.94890 -1.71937 -0.02682
C: -0.22292 0.41295 -0.04518
H: 1.74155 -0.27837 0.61471
H: 3.90836 1.76261 -0.93132
H: 1.57610 1.77066 -1.45009
H: -2.78509 -0.78640 2.39056
H: -1.49727 -2.09618 0.86395
H: -3.19617 0.30840 1.23488
C: 1.20315 0.27131 -0.16423
N: -2.47212 -0.35109 1.52361

## Properties
Net charge = +1
SMILES string = CN/C=C/CC[NH3+]
Frontier orbital gap = 6.9 eV
Multiplicity = 1
E_LUMO = -3.20 eV
Highest occupied orbital energy = -10.08 eV

Here are the Löwdin charges for atoms 1 to 2, given in e: number 1, H, carries 0.135; number 2, H, carries 0.099

=====

ii | Here is the ion C5H13N2 with charge +1 from OMol25. Energies are from ωB97M-V/def2-TZVPD.

Positions of all 20 atoms, in Å:
H: -1.60030 -2.09256 0.08155
H: -2.55392 1.75448 0.26640
N: -2.48814 0.69225 0.46091
H: 1.44307 1.55198 1.28616
C: -1.02419 -1.29554 -0.54386
H: 0.75120 2.14005 -0.25369
H: -3.37259 0.26837 0.16072
H: 1.13814 -0.04306 -1.36025
H: -0.87577 -1.92158 -1.47676
C: -1.41933 0.14576 -0.48487
H: -1.97641 0.44995 1.33299
H: -1.43613 0.71644 -1.39502
H: 2.37227 1.79510 0.05361
C: 2.06373 -1.11177 0.34700
H: 3.00111 -0.84159 -0.19368
H: 1.95858 -1.13030 1.39096
N: -0.27127 -0.34957 0.21045
H: 1.90930 -2.10683 0.09196
C: 1.04653 0.00525 -0.21300
C: 1.33413 1.37318 0.23843

## Properties
Net charge = +1
SMILES string = CC(C)N1C[C@H]1[NH3+]
Frontier orbital gap = 10.4 eV
Multiplicity = 1
E_LUMO = -3.62 eV
Highest occupied orbital energy = -14.01 eV

Here are the Löwdin charges for atoms 1 to 2, given in e: number 1, H, carries 0.145; number 2, H, carries 0.209

=====

Taking the most stable structure as the zero point, the relative energies in eV are i 0.079; ii 0.000.

=====

i | Here is a cluster of 2 separate species, C5H13N2 in total from OMol25. Energies are from ωB97M-V/def2-TZVPD.

Positions of all 20 atoms, in Å:
C: -0.95212 1.65024 0.61320
H: -3.45890 1.01289 -0.99369
H: 0.36056 -2.06178 -0.74638
H: 2.37046 -3.33073 -0.08687
C: -0.28849 1.39214 1.88355
H: -2.24925 0.04350 -1.83279
H: -0.54475 0.41977 2.29682
H: -1.72144 -0.15477 0.43872
H: 2.09430 0.08848 0.05078
H: -0.49942 2.18323 2.60133
H: 2.67801 -2.62958 -1.66402
N: -1.66306 0.77385 0.01726
C: 2.51352 -2.38931 -0.61330
H: 0.79031 1.41692 1.71617
C: 1.29353 -1.55677 -0.49794
H: 3.38606 -1.87376 -0.22148
N: 1.19281 -0.34805 -0.15185
C: -2.39126 0.92440 -1.21052
H: -0.84445 2.63091 0.15588
H: -2.06641 1.80843 -1.75487

## Properties
Net charge = +1
Frontier orbital gap = 9.7 eV
Multiplicity = 1
E_LUMO = -3.99 eV
Highest occupied orbital energy = -13.65 eV

Here are the Löwdin charges for atoms 1 to 2, given in e: number 1, C, carries -0.076; number 2, H, carries 0.112

=====

ii | Here is the ion C5H13N2 with charge +1 from OMol25. Energies are from ωB97M-V/def2-TZVPD.

Positions of all 20 atoms, in Å:
N: 0.73987 -0.69245 1.20752
H: 1.47549 2.18891 -0.32796
H: -1.37439 1.81392 -1.18828
H: 1.59608 0.28969 -2.32525
C: 0.20247 0.35459 0.30835
H: -0.63368 1.02736 0.69798
C: -0.19744 -0.07228 -1.13469
H: 0.07403 -2.16095 2.39527
H: -0.18665 -1.22096 -1.19948
N: 1.18182 0.25715 -1.44237
H: -1.41059 0.72440 -2.77123
H: 2.33706 0.75600 0.26041
H: -2.22795 0.22198 -1.50727
H: 1.27179 -1.25491 0.58566
H: -0.85984 -0.60234 2.51315
C: -0.38933 -1.32691 1.94324
H: -1.21696 -1.64457 1.16327
C: 1.46524 1.01207 -0.23626
C: -1.38298 0.73203 -1.70299
H: 1.33641 -0.23375 1.78249

## Properties
Net charge = +1
SMILES string = C[NH2+][C@H]1CN[C@@H]1C
Frontier orbital gap = 9.7 eV
Multiplicity = 1
E_LUMO = -3.09 eV
Highest occupied orbital energy = -12.82 eV

Here are the Löwdin charges for atoms 1 to 2, given in e: number 1, N, carries 0.062; number 2, H, carries 0.165

=====

Taking the most stable structure as the zero point, the relative energies in eV are i 0.000; ii 2.198.